1.
{"formula": "C18H38N6O9", "method": "ωB97M-V/def2-TZVPD", "largest_force_ev_per_a": 2.26, "smiles": "N#CON(CCN)C(=O)OCC(N)(N)N.CCOC(C)=O.CCOC(C)=O.CCOC(C)=O", "orbital_gap_ha": 0.33840, "homo_energy_ev": -8.66, "elements": ["N", "C", "O", "N", "C", "C", "N", "C", "O", "O", "C", "C", "N", "N", "N", "H", "H", "H", "H", "H", "H", "H", "H", "H", "H", "H", "H", "H", "H", "C", "C", "O", "C", "C", "O", "H", "H", "H", "H", "H", "H", "H", "H", "C", "C", "O", "C", "C", "O", "H", "H", "H", "H", "H", "H", "H", "H", "C", "C", "O", "C", "C", "O", "H", "H", "H", "H", "H", "H", "H", "H"], "coordinates": [[-0.7035, -0.2948, 4.6165], [-1.6359, 0.3990, 4.5329], [-2.5525, 1.2940, 4.7393], [-2.5351, 2.2926, 3.7299], [-3.0584, 1.8235, 2.4508], [-4.0611, 2.8242, 1.8646], [-4.8760, 3.3740, 2.9617], [-1.2742, 2.9436, 3.6807], [-0.8532, 3.5116, 4.6540], [-0.6478, 2.9051, 2.5045], [0.7829, 2.8005, 2.5792], [1.4964, 4.1002, 2.1788], [1.3392, 4.3551, 0.7541], [0.9747, 5.2760, 2.8609], [2.9073, 4.0487, 2.4460], [-2.2857, 1.5443, 1.7438], [-3.6307, 0.9291, 2.6572], [-3.5157, 3.6350, 1.3938], [-4.6898, 2.3262, 1.1452], [-5.8220, 3.5384, 2.6517], [-4.5047, 4.2786, 3.2050], [1.1217, 2.4013, 3.5235], [1.0524, 2.0664, 1.8356], [1.9763, 3.7752, 0.2319], [0.3886, 4.1817, 0.4674], [-0.0325, 5.2642, 2.8547], [1.3012, 5.2872, 3.8136], [3.4139, 3.4942, 1.7786], [3.1173, 3.7843, 3.3936], [1.5271, -2.5176, 0.5066], [0.6483, -1.6097, 1.3425], [0.7127, -0.2507, 0.8854], [-0.0495, 0.2320, -0.1048], [-0.8290, -0.7207, -0.9762], [-0.0391, 1.4159, -0.3167], [1.2023, -2.5509, -0.5288], [1.5124, -3.5325, 0.9049], [2.5510, -2.1572, 0.5061], [-0.3862, -1.9530, 1.3895], [1.0106, -1.5856, 2.3685], [-0.2346, -0.9631, -1.8557], [-1.7470, -0.2300, -1.2903], [-1.1230, -1.6384, -0.4735], [-3.0093, -0.0021, -5.8843], [-3.3165, -1.3872, -5.3536], [-3.4507, -1.3920, -3.9312], [-4.5961, -1.1000, -3.2892], [-5.7310, -0.4625, -4.0567], [-4.6683, -1.2857, -2.1085], [-3.8193, 0.6968, -5.6757], [-2.8507, -0.0328, -6.9623], [-2.1121, 0.3925, -5.4081], [-4.1947, -1.8283, -5.8272], [-2.4811, -2.0520, -5.5649], [-5.6589, 0.6193, -3.9569], [-6.6668, -0.7971, -3.6171], [-5.7590, -0.7269, -5.1111], [7.0811, -4.2058, 0.1844], [5.7747, -4.9717, 0.1641], [4.6709, -4.1298, -0.1764], [4.3113, -3.8571, -1.4435], [5.2461, -4.2150, -2.5754], [3.2843, -3.2721, -1.6368], [7.3267, -3.8038, -0.7986], [7.8977, -4.8526, 0.5051], [7.0114, -3.3619, 0.8701], [5.8137, -5.8424, -0.4917], [5.5536, -5.3439, 1.1625], [5.8692, -3.3515, -2.8030], [4.6444, -4.4571, -3.4472], [5.8804, -5.0752, -2.3742]], "forces_ev_per_angstrom": [[-1.26, 0.45, -0.68], [1.83, -0.65, 1.16], [-0.40, 0.01, -0.15], [0.12, 0.51, -1.69], [-0.90, -0.71, 0.01], [0.44, 0.63, 1.12], [-0.24, -0.17, -0.43], [0.54, 0.76, 1.38], [0.08, -0.51, -0.02], [-0.59, -0.46, -0.05], [0.99, 0.00, -0.58], [-0.39, 1.07, -0.29], [0.27, 0.28, 0.23], [0.26, -0.02, -0.10], [0.06, 0.11, 0.02], [0.26, 0.12, -0.10], [-0.11, -0.28, 0.28], [0.12, 0.04, -0.51], [-0.07, -0.18, -0.35], [-0.13, -0.01, -0.07], [0.01, 0.08, 0.34], [-0.27, 0.23, 0.62], [-0.13, -0.31, -0.28], [-0.23, -0.30, -0.30], [-0.08, -0.25, -0.23], [-0.20, 0.02, 0.20], [-0.19, -0.01, 0.32], [0.14, -0.26, 0.03], [0.11, -0.22, 0.11], [-0.29, 0.26, 0.10], [0.15, -0.46, 0.04], [0.00, 0.23, 0.31], [0.02, -0.37, -0.35], [-0.43, -0.07, 0.30], [0.02, 0.30, 0.04], [-0.04, -0.06, -0.04], [0.02, 0.00, 0.01], [0.06, -0.01, 0.06], [-0.02, 0.07, -0.06], [-0.04, 0.20, 0.02], [0.03, -0.01, 0.01], [0.09, 0.11, -0.14], [0.16, -0.07, -0.08], [-0.07, 0.10, 0.10], [0.02, 0.18, -0.24], [0.24, -0.30, 0.18], [-0.23, 0.36, -0.23], [-0.18, -0.39, -0.24], [0.14, -0.09, 0.25], [-0.04, -0.03, -0.06], [0.01, -0.02, 0.00], [0.05, -0.05, -0.03], [-0.05, 0.04, 0.04], [0.01, -0.05, 0.13], [0.02, 0.02, 0.00], [0.03, 0.11, 0.16], [0.09, 0.14, -0.02], [-0.02, 0.12, -0.11], [0.28, -0.02, 0.03], [-0.22, -0.10, 0.25], [0.34, 0.08, -0.25], [-0.08, -0.47, -0.02], [-0.07, -0.01, -0.17], [0.03, -0.07, -0.03], [-0.01, -0.01, 0.02], [-0.01, -0.04, 0.06], [0.00, 0.04, -0.06], [-0.13, 0.05, 0.01], [0.01, 0.02, 0.01], [-0.06, 0.19, -0.03], [0.11, 0.12, 0.06]], "mulliken_charge": [-0.4993, 0.6610, -0.3689, 0.3016, -0.4484, -0.8127, -0.5315, 0.2543, -0.5365, -0.1338, -0.3910, 0.3117, -0.6478, -0.5923, -0.6629, 0.1156, 0.5605, 0.2701, 0.4824, 0.2300, 0.2016, 0.5704, -0.0358, 0.3002, 0.3163, 0.2827, 0.3026, 0.2568, 0.2766, -0.9763, -0.5084, -0.3142, 0.9679, -1.2591, -0.5604, 0.2532, 0.3668, 0.2824, 0.3577, 0.4054, 0.3044, 0.3335, 0.3025, -0.9706, -0.4142, -0.3748, 0.8353, -1.0352, -0.5595, 0.2695, 0.3686, 0.2883, 0.3609, 0.3357, 0.2619, 0.3137, 0.3371, -0.9820, -0.4374, -0.3666, 0.8550, -1.1748, -0.5001, 0.2728, 0.3688, 0.3042, 0.3675, 0.3339, 0.2778, 0.3305, 0.3449]}



2.
{"formula": "C18H38NO6S", "method": "ωB97M-V/def2-TZVPD", "largest_force_ev_per_a": 5.68, "charge": 1, "relative_energy_kcal_mol": 102.1, "orbital_gap_ha": 0.20917, "homo_energy_ev": -11.37, "elements": ["O", "C", "O", "S", "C", "C", "C", "N", "C", "C", "H", "H", "H", "H", "H", "H", "C", "C", "C", "O", "H", "H", "H", "H", "H", "H", "H", "H", "C", "C", "C", "O", "H", "H", "H", "H", "H", "H", "H", "H", "C", "C", "C", "O", "H", "H", "H", "H", "H", "H", "H", "H", "C", "C", "C", "O", "H", "H", "H", "H", "H", "H", "H", "H"], "coordinates": [[1.1852, -2.3881, -1.4108], [0.5611, -3.3370, -0.8371], [-0.7770, -3.1493, -0.3904], [-0.9215, -1.6184, 0.3830], [1.3938, -4.6923, -0.6666], [2.1231, -5.1991, -1.9657], [2.9856, -6.4915, -1.8494], [3.1059, -7.1921, -0.5957], [2.4282, -6.7893, 0.6158], [1.5299, -5.5126, 0.6412], [0.3540, -1.1291, 0.6932], [2.0285, -4.6411, -2.9554], [3.5374, -6.8928, -2.7788], [3.7142, -8.0359, -0.5614], [2.5723, -7.4248, 1.5673], [0.9961, -5.1860, 1.6026], [2.9030, 2.3475, -1.8988], [3.1940, 1.2857, -0.8501], [3.0818, -0.1164, -1.4311], [2.2754, 1.4217, 0.2291], [1.8842, 2.2443, -2.2868], [2.9754, 3.3476, -1.4630], [3.6034, 2.2789, -2.7353], [4.1986, 1.4360, -0.4448], [2.0705, -0.3055, -1.8017], [3.2825, -0.8681, -0.6625], [3.7875, -0.2600, -2.2540], [1.3827, 1.2914, -0.1202], [-0.1826, 3.9827, 0.3854], [-1.0749, 3.2414, 1.3691], [-1.5411, 4.1557, 2.4909], [-0.3567, 2.1381, 1.9237], [0.7163, 4.3612, 0.8823], [0.1548, 3.3114, -0.4093], [-0.7108, 4.8247, -0.0691], [-1.9427, 2.8334, 0.8427], [-0.6892, 4.5404, 3.0611], [-2.1707, 3.6090, 3.1952], [-2.1095, 5.0029, 2.0989], [0.4133, 2.4885, 2.3921], [1.6403, -2.3173, -5.5630], [0.1452, -2.5862, -5.4964], [-0.6046, -1.4009, -4.9095], [-0.0937, -3.7431, -4.6942], [2.0509, -2.1435, -4.5620], [2.1680, -3.1819, -5.9760], [1.8575, -1.4455, -6.1850], [-0.2346, -2.8015, -6.4987], [-0.2715, -1.1957, -3.8865], [-1.6760, -1.6124, -4.8568], [-0.4548, -0.5016, -5.5121], [0.2387, -3.5610, -3.8051], [-4.8342, 4.2647, 6.9391], [-4.5415, 4.4553, 5.4593], [-5.3104, 3.4556, 4.6096], [-3.1426, 4.2971, 5.2281], [-4.5330, 3.2658, 7.2713], [-4.2664, 4.9818, 7.5381], [-5.8983, 4.3967, 7.1513], [-4.8073, 5.4730, 5.1601], [-5.0256, 2.4286, 4.8612], [-5.0818, 3.5965, 3.5495], [-6.3888, 3.5632, 4.7521], [-2.8970, 3.3992, 5.4899]], "forces_ev_per_angstrom": [[-2.38, -4.59, 2.35], [1.29, 3.38, -1.94], [4.36, -1.12, 0.01], [-0.55, 1.26, 0.51], [1.13, -3.10, -0.50], [0.58, -2.27, 3.79], [-2.00, 2.45, 1.15], [-1.93, 2.56, 0.05], [-1.13, 2.61, -1.57], [1.82, -1.18, -3.14], [-0.71, -1.07, -0.59], [0.22, -0.97, 1.55], [-0.94, 0.55, 1.92], [-0.70, 0.89, -0.04], [-0.15, 1.09, -1.93], [0.98, -0.69, -1.67], [0.15, 0.24, -0.01], [-0.43, -0.13, -0.46], [0.20, -0.04, 0.03], [0.08, -0.11, 0.33], [0.06, -0.13, -0.02], [0.06, -0.11, -0.03], [-0.08, 0.03, 0.03], [-0.18, 0.03, 0.16], [0.12, 0.20, -0.05], [0.06, 0.09, -0.04], [-0.05, -0.02, 0.02], [0.10, 0.16, 0.13], [-0.01, -0.08, -0.28], [0.43, 0.66, 0.26], [-0.22, -0.22, 0.00], [-0.08, -0.50, -0.12], [-0.11, 0.02, 0.05], [-0.08, 0.09, 0.00], [0.06, -0.05, 0.03], [0.13, -0.17, 0.10], [0.01, 0.05, -0.13], [0.02, 0.14, -0.17], [0.04, -0.04, 0.09], [-0.12, -0.04, -0.15], [0.17, -0.17, -0.21], [0.30, 0.53, 0.44], [-0.29, 0.05, -0.06], [0.01, -0.54, 0.04], [-0.12, 0.15, 0.02], [-0.08, 0.09, -0.08], [0.04, -0.06, 0.08], [-0.02, -0.21, 0.19], [0.14, 0.01, -0.07], [0.10, 0.02, -0.09], [-0.01, -0.05, 0.08], [-0.20, 0.27, -0.21], [-0.02, 0.25, 0.19], [-0.05, -0.65, 0.29], [-0.11, 0.07, -0.29], [0.11, 0.22, -0.04], [-0.10, -0.02, -0.12], [-0.09, -0.01, -0.09], [0.08, -0.04, 0.02], [0.24, -0.06, -0.03], [-0.05, 0.06, 0.13], [-0.06, 0.06, 0.09], [0.07, -0.05, -0.02], [-0.10, 0.18, 0.02]], "nbo_charge": [-0.5218, 0.7385, -0.6149, 0.3205, -0.0063, -0.1726, 0.0752, -0.4740, 0.0863, -0.1992, 0.1496, 0.2944, 0.2795, 0.4634, 0.2781, 0.2928, -0.6311, 0.0910, -0.6284, -0.7230, 0.1976, 0.2238, 0.2127, 0.1782, 0.2055, 0.2039, 0.2098, 0.4619, -0.6262, 0.0920, -0.6305, -0.7422, 0.2059, 0.1994, 0.2154, 0.1704, 0.2007, 0.2302, 0.2137, 0.4690, -0.6325, 0.0915, -0.6332, -0.7182, 0.1925, 0.2122, 0.2242, 0.1875, 0.1989, 0.2235, 0.2191, 0.4412, -0.6295, 0.0931, -0.6300, -0.7205, 0.1961, 0.2206, 0.2128, 0.1795, 0.1956, 0.2147, 0.2141, 0.4573]}



3.
{"formula": "C18H38O6P2Pt", "method": "ωB97M-V/def2-TZVPD", "largest_force_ev_per_a": 8.11, "charge": 4, "relative_energy_kcal_mol": 0.0, "orbital_gap_ha": [0.23624, 0.16063], "homo_energy_ev": [-19.69, -23.03], "multiplicity": 5, "elements": ["Pt", "C", "O", "C", "O", "C", "O", "C", "P", "H", "H", "C", "H", "C", "H", "H", "H", "C", "H", "C", "H", "H", "C", "H", "H", "H", "C", "H", "H", "H", "C", "H", "H", "H", "C", "H", "H", "H", "H", "H", "C", "C", "O", "P", "O", "C", "C", "O", "C", "C", "H", "H", "H", "H", "H", "H", "H", "H", "H", "H", "H", "H", "H", "H", "H"], "coordinates": [[-0.4840, 0.0635, -0.3906], [1.0507, -1.1542, -0.5102], [1.9150, -1.9203, -0.5044], [-1.8831, -1.0075, -1.3028], [-2.7220, -1.7291, -1.6301], [-1.5718, 1.4619, 0.4124], [-2.2346, 2.2292, 0.9727], [1.2499, 0.6192, -3.3790], [0.5022, 1.5528, -1.9733], [1.9626, 3.3936, -2.1888], [2.0839, 0.0720, -2.9094], [-0.6800, 2.7442, -2.7592], [-0.1844, 3.0031, -3.7091], [1.8259, 1.5550, -4.4519], [2.4505, 2.3564, -4.0404], [1.0304, 2.0083, -5.0581], [2.4582, 0.9649, -5.1296], [0.3148, -0.4166, -4.0065], [-0.4618, 0.0524, -4.6245], [1.6394, 3.3179, -0.0615], [-0.1734, -1.0576, -3.2631], [0.9112, -1.0652, -4.6662], [3.2566, 1.8830, -1.3600], [2.0058, 2.7096, 0.7774], [2.2031, 4.2645, -0.0470], [0.5862, 3.5593, 0.1211], [1.9036, 2.6163, -1.4030], [4.0136, 2.5613, -0.9384], [3.6058, 1.5847, -2.3561], [3.2083, 0.9903, -0.7184], [-0.8889, 4.0365, -1.9605], [-1.3532, 3.8332, -0.9858], [-1.5703, 4.6891, -2.5245], [0.0435, 4.5906, -1.8037], [-2.0321, 2.1018, -3.0817], [-1.9425, 1.1808, -3.6677], [-2.6242, 2.8174, -3.6712], [-2.5906, 1.8802, -2.1629], [3.4285, 1.8102, 2.2614], [3.0545, 1.5410, 2.8553], [-4.2921, -1.9651, 2.0381], [-3.6943, -0.6270, 2.3597], [-2.1979, -0.6209, 2.4127], [-1.0856, -1.2615, 1.4717], [-1.6413, -2.7299, 1.1925], [-0.8570, -4.0110, 1.1071], [-1.3577, -4.9553, 2.1604], [0.1701, -1.4556, 2.4390], [0.1726, -1.2490, 3.9081], [0.4019, 0.1914, 4.2497], [-4.1415, -2.2438, 0.9917], [-5.3738, -1.9031, 2.2024], [-3.9108, -2.7509, 2.6968], [-3.9982, 0.1422, 1.6404], [-3.9729, -0.3095, 3.3680], [-1.0424, -4.3754, 0.0923], [0.2047, -3.7679, 1.2341], [-2.4260, -5.1644, 2.0523], [-0.8295, -5.9047, 2.0559], [-1.1607, -4.5859, 3.1722], [-0.7694, -1.6471, 4.2991], [0.9954, -1.8749, 4.2566], [-0.4125, 0.8079, 3.8626], [0.4352, 0.2998, 5.3356], [1.3511, 0.5482, 3.8408]], "forces_ev_per_angstrom": [[-0.24, 0.00, -0.51], [6.19, -4.48, -0.49], [-3.44, 2.64, -0.01], [-4.13, -3.22, -2.21], [3.33, 2.91, 1.20], [-4.35, 5.88, 3.50], [2.56, -3.27, -2.35], [0.98, -1.18, -4.09], [0.84, 3.07, 0.06], [-0.22, -0.35, -0.14], [0.16, 0.38, 0.96], [-1.27, 0.11, -1.70], [0.03, -0.14, 0.24], [-0.77, 0.46, 0.94], [0.12, -0.25, -0.17], [0.22, -0.29, -0.08], [0.17, -0.14, -0.08], [-0.84, 0.82, 0.88], [0.22, -0.23, -0.11], [-0.39, -0.36, 0.69], [0.19, -0.05, -0.23], [0.18, 0.06, -0.05], [0.03, -0.05, 0.02], [-0.09, 0.17, -0.18], [-0.07, -0.26, -0.10], [0.27, 0.03, -0.03], [0.83, -0.06, -0.01], [-0.15, -0.25, -0.12], [-0.01, 0.13, 0.17], [0.07, 0.27, 0.01], [0.70, 0.01, 1.05], [0.01, 0.30, -0.24], [-0.01, -0.31, -0.14], [-0.31, -0.09, -0.04], [0.17, -0.12, 0.17], [-0.10, 0.15, -0.05], [0.08, -0.25, 0.09], [-0.03, 0.13, -0.18], [-0.11, -0.14, 0.27], [0.18, 0.14, -0.28], [0.05, -0.22, 0.12], [-0.41, -0.14, -0.03], [0.53, 0.16, -1.15], [-1.09, -2.86, 6.51], [0.58, -0.07, -0.96], [0.50, 0.19, -0.53], [-0.60, -0.21, 0.77], [-0.76, 0.49, -1.76], [0.16, -0.36, 0.73], [0.00, 0.37, -0.15], [-0.06, -0.06, 0.04], [0.11, 0.05, -0.02], [-0.10, 0.12, -0.09], [0.16, 0.02, 0.23], [0.18, 0.15, -0.06], [-0.13, 0.01, 0.19], [-0.27, 0.00, 0.11], [0.16, 0.06, -0.05], [0.13, 0.01, -0.19], [-0.01, 0.02, -0.20], [0.02, 0.16, -0.14], [-0.01, 0.00, -0.21], [-0.02, 0.06, 0.15], [-0.02, 0.00, -0.05], [-0.09, -0.13, 0.13]], "nbo_charge": [0.5702, 0.4488, -0.2645, 0.5196, -0.2669, 0.4634, -0.2710, -0.4517, 1.2091, 0.2903, 0.3252, -0.5147, 0.2804, -0.6315, 0.2570, 0.2607, 0.3435, -0.6191, 0.2700, -0.6276, 0.1996, 0.3434, -0.6173, 0.2478, 0.3076, 0.2172, -0.5472, 0.3006, 0.2393, 0.2151, -0.5964, 0.2151, 0.3176, 0.2470, -0.6249, 0.2282, 0.3090, 0.2013, -0.0042, 0.0053, -0.6605, -0.0561, -0.7783, 1.8663, -0.6779, -0.0582, -0.6425, -0.7709, -0.0605, -0.6397, 0.2148, 0.2983, 0.2442, 0.2015, 0.2725, 0.2373, 0.2126, 0.2586, 0.2990, 0.2408, 0.2194, 0.2539, 0.2081, 0.2920, 0.2299]}